No. 1
{"formula": "C10H14F8K4N4O25S8", "method": "wB97M-V/def2-TZVPD", "species": ["K", "K", "K", "K", "N", "S", "O", "O", "F", "S", "O", "O", "F", "N", "S", "O", "O", "F", "S", "O", "O", "F", "N", "S", "O", "O", "F", "S", "O", "O", "F", "N", "S", "O", "O", "F", "S", "O", "O", "F", "C", "C", "O", "C", "O", "O", "H", "H", "H", "H", "C", "C", "O", "C", "O", "O", "H", "H", "H", "H", "C", "C", "C", "O", "C", "O", "O", "H", "H", "H", "H", "H", "H"], "positions_angstrom": [[2.13, -1.18, 2.65], [0.95, -0.32, -4.17], [-3.45, -0.95, 0.28], [3.93, -1.91, -0.42], [-4.19, -0.08, -2.18], [-3.29, -0.73, -3.39], [-1.87, -0.59, -3.25], [-3.80, -0.64, -4.70], [-3.56, -2.22, -2.97], [-3.89, 1.48, -2.34], [-4.29, 2.05, -3.58], [-2.66, 1.93, -1.77], [-5.06, 2.01, -1.41], [-1.88, 0.27, 4.93], [-1.47, 1.48, 3.91], [-2.49, 1.95, 3.03], [-0.13, 1.36, 3.43], [-1.42, 2.58, 5.02], [-1.61, -0.99, 4.04], [-0.27, -1.50, 4.03], [-2.31, -1.02, 2.78], [-2.43, -2.07, 4.86], [1.20, -1.22, 0.13], [0.36, -2.20, -0.78], [0.90, -2.34, -2.08], [-1.04, -2.14, -0.56], [0.78, -3.56, -0.03], [0.47, 0.25, -0.16], [-0.62, 0.54, 0.68], [0.30, 0.57, -1.52], [1.67, 1.08, 0.41], [3.36, 0.91, -3.98], [4.52, -0.14, -4.21], [4.38, -1.36, -3.48], [5.85, 0.28, -4.49], [4.08, -0.53, -5.71], [3.93, 1.61, -2.58], [5.03, 2.47, -2.72], [3.78, 0.82, -1.39], [2.68, 2.60, -2.48], [4.01, 4.21, 2.42], [3.79, 2.80, 1.90], [4.59, 2.82, 0.71], [5.59, 3.71, 0.89], [6.53, 3.84, 0.18], [5.35, 4.47, 2.00], [3.91, 4.26, 3.50], [3.34, 4.94, 1.96], [2.76, 2.68, 1.60], [4.12, 2.00, 2.57], [-0.76, 3.81, 0.03], [-0.67, 5.34, 0.12], [0.25, 5.52, 1.21], [0.40, 4.37, 1.89], [0.93, 4.26, 2.95], [-0.14, 3.33, 1.21], [-0.22, 3.46, -0.86], [-1.78, 3.46, -0.10], [-1.64, 5.79, 0.30], [-0.20, 5.78, -0.75], [-2.91, -7.73, 0.59], [-3.04, -6.25, 0.72], [-2.04, -5.47, -0.17], [-2.83, -4.41, -0.70], [-4.13, -4.59, -0.39], [-5.02, -3.87, -0.73], [-4.30, -5.73, 0.33], [-2.96, -7.98, -0.47], [-3.73, -8.23, 1.11], [-1.96, -8.07, 1.00], [-2.85, -5.90, 1.74], [-1.72, -6.05, -1.03], [-1.21, -5.13, 0.44]], "fmax_ev_per_a": 4.47, "relative_energy_kj_mol": 0.0, "e_tot_ha": -8873.8914, "e_homo_ha": -0.3650, "spin_multiplicity": 1, "total_charge": 0}

---

No. 2
{"formula": "C10H14HgNSbSe4Si", "method": "wB97M-V/def2-TZVPD", "species": ["Hg", "C", "C", "N", "H", "H", "H", "Se", "Sb", "Se", "Se", "Se", "C", "Si", "C", "C", "C", "C", "C", "C", "C", "H", "H", "H", "H", "H", "H", "H", "H", "H", "H", "H"], "positions_angstrom": [[0.14, 0.17, -1.15], [-4.92, -0.31, 0.52], [-3.47, -0.23, 0.44], [-2.34, -0.14, 0.34], [-5.32, 0.55, 1.05], [-5.22, -1.23, 1.04], [-5.33, -0.32, -0.49], [1.69, 4.04, -1.23], [0.57, 3.47, -3.26], [1.62, 3.12, -5.38], [-1.08, 5.40, -3.48], [-1.05, 1.57, -2.87], [0.00, -3.11, 0.29], [1.23, -1.91, -0.48], [2.74, -1.81, 0.63], [1.74, -2.59, -2.18], [1.42, -3.89, -2.58], [1.73, -4.34, -3.85], [2.35, -3.50, -4.76], [2.67, -2.20, -4.38], [2.37, -1.76, -3.11], [0.46, -4.08, 0.48], [-0.87, -3.26, -0.36], [-0.36, -2.72, 1.24], [3.18, -2.81, 0.74], [2.48, -1.44, 1.62], [3.50, -1.15, 0.21], [0.91, -4.56, -1.89], [1.47, -5.35, -4.15], [2.56, -3.84, -5.77], [3.13, -1.52, -5.09], [2.60, -0.73, -2.85]], "fmax_ev_per_a": 0.48, "e_tot_ha": -10733.2399, "e_homo_ha": [-0.1594, -0.1588], "spin_multiplicity": 2, "total_charge": -1}

---

No. 3
{"formula": "C10H14IO3", "method": "wB97M-V/def2-TZVPD", "species": ["C", "C", "C", "C", "C", "O", "O", "C", "C", "I", "H", "H", "H", "H", "H", "H", "H", "C", "C", "C", "O", "H", "H", "H", "H", "H", "H", "H"], "positions_angstrom": [[0.03, 0.16, 4.87], [-0.45, 0.06, 3.74], [-0.71, -0.02, 2.18], [-0.23, -1.49, 1.74], [0.82, -2.15, 2.76], [0.61, -3.07, 3.51], [2.04, -1.44, 2.53], [1.99, -0.80, 1.22], [0.77, -1.48, 0.47], [1.46, -3.57, 0.27], [0.54, -0.13, 5.83], [-0.14, 0.78, 1.65], [-1.81, 0.12, 1.98], [-1.10, -2.16, 1.44], [1.99, 0.34, 1.22], [2.97, -1.02, 0.69], [0.38, -1.03, -0.49], [-1.34, 0.57, -3.89], [-1.28, 1.59, -2.74], [-0.03, 2.49, -2.94], [-1.14, 0.92, -1.58], [-0.45, -0.08, -3.92], [-2.22, -0.08, -3.80], [-1.40, 1.08, -4.86], [-2.15, 2.26, -2.88], [0.90, 1.91, -2.93], [0.04, 3.24, -2.15], [-0.09, 3.02, -3.90]], "fmax_ev_per_a": 2.21, "e_tot_ha": -912.7383, "e_homo_ha": -0.1088, "spin_multiplicity": 1, "total_charge": -1}

---

No. 4
{"formula": "C10H14N2", "method": "wB97M-V/def2-TZVPD", "species": ["C", "N", "C", "C", "C", "C", "C", "C", "C", "N", "C", "C", "H", "H", "H", "H", "H", "H", "H", "H", "H", "H", "H", "H", "H", "H"], "positions_angstrom": [[1.34, 0.86, -2.34], [0.77, -0.31, -1.76], [-0.50, -0.11, -1.09], [-1.14, -1.44, -0.81], [-0.35, -2.23, 0.23], [-0.25, -1.43, 1.56], [-0.08, 0.03, 1.42], [0.30, 0.80, 2.51], [0.32, 2.15, 2.41], [0.05, 2.78, 1.23], [-0.26, 2.02, 0.16], [-0.29, 0.64, 0.21], [1.45, 1.76, -1.70], [2.32, 0.53, -2.81], [0.70, 1.28, -3.22], [0.67, -0.94, -2.51], [-1.34, 0.35, -1.71], [-1.07, -2.05, -1.69], [-2.19, -1.17, -0.61], [-0.94, -3.16, 0.44], [0.56, -2.55, -0.18], [-1.09, -1.58, 2.22], [0.71, -1.79, 2.05], [0.51, 0.24, 3.43], [0.44, 2.79, 3.27], [-0.64, 2.55, -0.73]], "fmax_ev_per_a": 3.63, "relative_energy_kj_mol": 62.3, "smiles": "CN[C@H]1CCCc2ccncc21", "e_tot_ha": -498.9287, "e_homo_ha": -0.3315, "spin_multiplicity": 1, "total_charge": 0}

---

No. 5
{"formula": "C10H14N2", "method": "wB97M-V/def2-TZVPD", "species": ["C", "C", "N", "C", "C", "N", "C", "C", "C", "C", "C", "C", "H", "H", "H", "H", "H", "H", "H", "H", "H", "H", "H", "H", "H", "H"], "positions_angstrom": [[-2.59, -0.28, 3.06], [-2.36, -1.09, 2.07], [-2.40, -1.93, 1.21], [-2.01, -2.08, -0.13], [-1.45, -3.49, -0.45], [-1.36, -1.01, -0.78], [-0.47, -0.24, -0.48], [0.56, 0.60, -0.48], [0.67, 2.02, 0.07], [2.21, 2.07, -0.34], [2.64, 2.77, -1.57], [2.11, 0.53, -0.69], [-3.11, 0.58, 2.81], [-2.34, -0.48, 4.03], [-2.88, -2.15, -0.74], [-2.02, -4.39, 0.06], [-0.46, -3.37, -0.02], [-1.24, -3.78, -1.51], [0.50, 2.10, 1.06], [-0.07, 2.77, -0.35], [2.90, 2.08, 0.49], [3.59, 2.49, -1.93], [2.76, 3.75, -1.41], [1.88, 2.58, -2.25], [2.40, 0.32, -1.63], [2.53, -0.36, -0.10]], "fmax_ev_per_a": 4.26, "relative_energy_kj_mol": 565.9, "smiles": "C=C=N[C@H](C)N=C=C1CC(C)C1", "e_tot_ha": -498.7369, "e_homo_ha": -0.2874, "spin_multiplicity": 1, "total_charge": 0}

---

No. 6
{"formula": "C10H14N2OS", "method": "wB97M-V/def2-TZVPD", "species": ["C", "C", "C", "C", "C", "C", "C", "N", "C", "S", "N", "C", "C", "O", "H", "H", "H", "H", "H", "H", "H", "H", "H", "H", "H", "H", "H", "H"], "positions_angstrom": [[0.76, -0.96, 2.43], [1.26, -1.08, 1.01], [1.89, -2.24, 0.57], [2.36, -2.37, -0.73], [2.19, -1.31, -1.63], [1.60, -0.14, -1.20], [1.11, -0.03, 0.10], [0.52, 1.17, 0.57], [-0.24, 2.08, -0.10], [-0.42, 3.64, 0.47], [-0.89, 1.65, -1.22], [-1.73, 0.46, -1.20], [-2.82, 0.58, -0.14], [-3.54, 1.80, -0.31], [1.34, -0.25, 3.02], [-0.26, -0.62, 2.46], [0.80, -1.94, 2.95], [2.00, -3.06, 1.28], [2.84, -3.31, -1.05], [2.54, -1.42, -2.66], [1.47, 0.70, -1.90], [0.87, 1.52, 1.43], [-1.38, 2.43, -1.64], [-2.16, 0.33, -2.19], [-1.13, -0.41, -1.02], [-3.54, -0.23, -0.25], [-2.39, 0.51, 0.88], [-3.04, 2.51, 0.08]], "fmax_ev_per_a": 0.95, "relative_energy_kj_mol": 0.0, "smiles": "Cc1ccccc1NC(=S)NCCO", "e_tot_ha": -972.4052, "e_homo_ha": -0.3102, "spin_multiplicity": 1, "total_charge": 0}

---

No. 7
{"formula": "C10H14N2Si", "method": "wB97M-V/def2-TZVPD", "species": ["C", "N", "C", "C", "C", "C", "Si", "C", "C", "C", "C", "N", "C", "H", "H", "H", "H", "H", "H", "H", "H", "H", "H", "H", "H", "H", "H"], "positions_angstrom": [[0.10, 2.13, -0.50], [0.85, 1.69, 0.72], [1.24, 2.53, 1.68], [2.23, 1.94, 2.45], [2.52, 0.69, 1.84], [1.58, 0.51, 0.74], [1.52, -1.00, -0.34], [-0.41, -1.18, -1.17], [-0.81, -0.91, -2.45], [-2.14, -1.22, -2.56], [-2.58, -1.55, -1.29], [-1.55, -1.42, -0.41], [-1.74, -1.71, 0.93], [0.46, 3.06, -0.83], [0.27, 1.35, -1.30], [-0.97, 2.12, -0.17], [0.77, 3.44, 1.87], [2.60, 2.32, 3.31], [3.23, -0.06, 2.14], [2.51, -1.43, -1.38], [1.91, -2.27, 0.40], [-0.15, -0.63, -3.23], [-2.64, -1.11, -3.45], [-3.59, -1.81, -1.02], [-2.72, -1.91, 1.29], [-1.12, -2.60, 1.24], [-1.39, -0.95, 1.48]], "fmax_ev_per_a": 4.44, "relative_energy_kj_mol": 221.1, "smiles": "Cn1cccc1[SiH2]c1cccn1C", "e_tot_ha": -788.3606, "e_homo_ha": -0.2939, "spin_multiplicity": 1, "total_charge": 0}